No. 1
45
Properties=species:S:1:pos:R:3:forces:R:3 method="wB97M-V/def2-TZVPD" multiplicity=3 orbital_gap_ev="8.435 / 7.311" energy_ev=-27751.4615 e_above_lowest_ev=0.115 homo_energy_ev="-8.093 / -8.629"
H 1.805 3.492 0.160 -0.017 -0.127 -0.725
N 1.240 1.868 -1.108 -2.340 2.518 -0.260
B 0.068 0.457 -3.020 0.010 0.135 -1.362
N 0.613 1.757 -2.335 1.117 0.979 0.764
C 0.690 2.968 -2.932 -0.334 -0.391 0.992
Pt 2.295 0.588 -0.021 1.280 0.857 -0.388
H 0.405 3.037 -3.971 -0.172 0.276 0.184
C 1.165 3.896 -2.005 -0.145 0.315 0.174
H 1.255 4.960 -2.122 0.035 0.050 -0.214
C 1.454 3.189 -0.833 -0.328 -1.314 -1.714
H 0.293 0.657 -4.194 -0.129 -0.064 0.020
C -2.594 -3.192 2.188 1.671 -1.309 -0.282
H -2.199 -3.512 3.159 -0.095 0.085 -0.204
H -1.798 -2.687 1.626 -0.232 -0.120 0.131
H -2.919 -4.078 1.630 0.064 0.217 0.110
N -1.517 0.108 -3.066 0.040 0.204 0.651
N 1.175 -0.606 -2.642 1.539 -0.445 0.386
N -2.271 -0.084 -1.950 0.063 -0.506 0.566
N 1.857 -0.729 -1.441 -1.225 -3.677 -1.065
C -2.336 -0.038 -4.174 0.247 -0.061 0.710
C 1.766 -1.458 -3.518 -0.354 0.171 0.802
H -1.966 0.117 -5.172 0.126 -0.032 -0.043
H 1.565 -1.363 -4.579 -0.220 -0.305 0.292
C -3.606 -0.374 -3.736 0.795 0.148 0.174
C 2.650 -2.278 -2.824 0.094 -0.540 -0.190
C -3.509 -0.408 -2.329 1.149 0.477 -0.709
C 2.627 -1.867 -1.493 -0.785 1.737 -1.147
H -4.491 -0.570 -4.303 -0.092 -0.012 -0.355
H 3.252 -3.076 -3.232 -0.162 0.065 -0.020
H -4.304 -0.656 -1.642 0.259 0.150 0.240
H 3.107 -2.273 -0.599 -0.057 0.447 -0.512
H -3.396 -2.544 2.326 -1.401 1.139 0.233
C 0.644 0.780 3.641 -0.463 -0.065 0.079
C 1.873 1.292 2.910 -0.062 -0.599 -0.756
C 2.900 1.695 3.953 0.178 0.154 -0.170
C 2.416 0.222 1.877 -0.663 -0.806 2.378
H 0.902 -0.116 4.205 -0.034 -0.093 0.067
H -0.195 0.542 2.989 0.114 -0.113 -0.237
H 0.260 1.522 4.347 0.165 0.019 0.028
H 1.572 2.177 2.330 0.109 -0.047 0.148
H 3.206 0.817 4.521 0.131 0.000 0.064
H 3.770 2.170 3.512 0.314 -0.106 -0.150
H 2.487 2.427 4.646 -0.160 -0.049 0.077
H 3.414 -0.180 2.114 0.151 0.439 0.042
H 1.783 -0.677 1.744 -0.180 0.199 1.189


No. 2
47
Properties=species:S:1:pos:R:3:forces:R:3 method="wB97M-V/def2-TZVPD" multiplicity=3 orbital_gap_ev="4.832 / 4.842" energy_ev=-80261.5925 homo_energy_ev="-19.966 / -19.968" total_charge=+4
I -0.397 4.468 -1.069 -0.025 -0.364 0.203
I -0.551 3.988 -3.695 0.014 -0.145 0.165
Bi -0.247 -0.949 -2.952 -0.278 2.627 0.723
Pr -0.447 1.243 0.670 -0.143 1.992 -0.539
S -2.107 -0.005 -1.146 1.880 0.044 -0.290
S 1.350 -0.042 -0.885 -1.548 -0.829 -0.454
C -1.297 -0.947 1.616 -1.315 -5.530 2.097
C -3.971 0.160 -1.020 -1.531 -0.710 -0.465
C 3.086 0.706 -0.911 1.385 -0.098 -0.722
C -4.483 0.235 -2.450 0.084 0.123 -0.323
C -4.489 -1.090 -0.315 0.126 -0.193 0.089
C -4.324 1.413 -0.238 0.706 0.324 0.063
C 3.376 1.137 -2.339 -0.054 0.114 -0.331
C 3.997 -0.428 -0.452 0.067 -0.285 0.118
C 3.143 1.887 0.043 -0.704 0.075 0.192
C -1.373 -3.027 -2.367 -3.823 -3.749 2.698
C 1.568 -2.683 -3.153 2.912 -4.975 0.917
O -1.535 -2.026 1.957 0.965 4.560 -1.467
O -2.143 -3.731 -1.876 3.459 2.931 -2.336
O 2.148 -3.661 -2.969 -2.230 4.138 -0.911
H -4.236 -0.672 -3.013 -0.149 0.064 0.106
H -4.055 1.094 -2.981 -0.217 -0.068 0.089
H -5.577 0.337 -2.427 0.286 -0.019 -0.054
H -4.189 -2.006 -0.840 -0.215 0.220 0.094
H -5.589 -1.035 -0.305 0.329 -0.083 0.055
H -4.132 -1.153 0.722 -0.196 0.029 -0.197
H -4.030 1.346 0.816 -0.094 -0.065 0.007
H -5.417 1.516 -0.265 0.195 -0.001 0.035
H -3.883 2.316 -0.675 -0.190 -0.066 -0.042
H 4.393 1.550 -2.387 -0.221 -0.112 0.010
H 2.679 1.913 -2.675 0.141 -0.053 0.063
H 3.328 0.295 -3.040 0.108 0.091 0.126
H 5.039 -0.081 -0.468 -0.219 0.008 -0.050
H 3.927 -1.307 -1.106 0.059 0.252 0.157
H 3.772 -0.734 0.577 0.036 0.030 -0.214
H 4.177 2.255 0.045 -0.160 -0.067 0.003
H 2.889 1.604 1.072 0.178 0.059 -0.157
H 2.501 2.717 -0.285 0.153 -0.087 -0.009
C 1.635 -1.146 5.441 -0.851 -0.058 0.097
C 2.421 -0.687 4.198 0.841 -0.291 0.550
C 1.636 0.032 3.238 -0.934 0.572 -0.841
N 0.972 0.594 2.458 0.965 -0.842 1.187
H 1.090 -0.309 5.890 0.156 -0.181 -0.032
H 2.298 -1.567 6.200 0.108 0.147 -0.304
H 0.915 -1.926 5.160 0.145 0.194 0.129
H 3.254 -0.040 4.504 -0.091 0.076 -0.142
H 2.877 -1.555 3.698 -0.109 0.200 -0.093


No. 3
44
Properties=species:S:1:pos:R:3:forces:R:3 method="wB97M-V/def2-TZVPD" multiplicity=6 orbital_gap_ev="7.623 / 4.083" energy_ev=-60989.2657 e_above_lowest_ev=3.776 homo_energy_ev="-17.988 / -18.175" total_charge=+3
C -0.302 1.404 -2.664 0.284 -0.652 0.202
C -1.746 1.012 -3.165 2.058 2.989 0.345
H -0.138 2.480 -2.384 -0.631 -1.008 -0.208
H 0.524 1.122 -3.351 -0.853 0.326 -0.158
H -0.191 0.684 -1.842 0.550 0.946 0.224
O -2.401 1.702 -3.850 -0.820 0.027 -0.146
I -4.253 -0.646 -2.530 -2.684 1.414 0.659
Ir 0.699 -0.459 1.052 -1.434 -1.344 -1.507
P -0.586 -1.622 -2.586 0.614 -2.080 -1.873
C -2.055 -1.566 -3.713 0.889 0.687 0.971
C 0.715 -1.567 -3.848 -0.024 0.831 0.924
H 0.597 -3.482 -1.692 -0.354 -0.192 -0.105
H -0.604 -3.911 -2.999 -0.059 -0.218 0.101
H -1.169 -3.577 -1.302 0.261 -0.378 -0.149
C -0.423 -3.360 -2.074 -0.432 0.705 0.954
H 1.673 -1.485 -3.317 -0.006 -0.134 -0.536
H 0.552 -2.544 -4.313 0.444 0.133 -0.239
H -1.785 -2.201 -4.544 -0.459 -0.465 -0.418
H -2.135 -0.453 -4.014 -0.352 -2.509 -0.012
H 0.521 -0.738 -4.524 0.353 -0.142 -0.223
H -2.878 -1.983 -3.026 1.347 -0.563 -1.459
C -0.931 -0.377 0.173 -2.409 2.528 -2.476
O -1.868 0.045 -0.469 3.634 -2.581 3.459
Cl 1.925 -2.089 -0.023 0.232 0.368 0.117
C -1.808 1.212 2.616 -0.084 -0.045 -0.134
P -0.113 1.396 1.958 -1.923 1.556 1.313
C -0.085 3.052 1.210 1.040 -0.519 -0.076
C 0.937 1.023 3.326 1.049 1.032 -1.308
C 1.994 1.884 3.631 0.464 -0.579 0.700
C 3.097 1.342 4.308 -0.237 -0.051 0.057
C 3.179 -0.041 4.541 -0.027 0.151 0.399
C 2.207 -0.904 4.052 -0.258 -0.208 -0.147
C 1.055 -0.392 3.410 0.875 -0.371 0.508
H -2.061 0.148 2.749 -0.006 0.401 -0.058
H -1.838 1.688 3.616 -0.127 -0.026 -0.640
H -2.502 1.691 1.902 0.085 -0.250 0.540
H -0.551 3.782 1.876 0.027 -0.105 -0.041
H 0.975 3.312 1.023 -0.570 0.116 -0.045
H -0.627 2.995 0.255 0.129 0.078 0.333
H 1.973 2.938 3.356 -0.095 -0.255 0.229
H 3.906 1.982 4.666 -0.251 -0.110 -0.181
H 3.995 -0.423 5.170 -0.293 0.075 -0.571
H 2.294 -1.978 4.182 0.067 0.123 0.096
H 0.233 -1.095 3.157 -0.016 0.299 0.577


No. 4
44
Properties=species:S:1:pos:R:3:forces:R:3 method="wB97M-V/def2-TZVPD" multiplicity=1 orbital_gap_ev=7.024 energy_ev=-59033.9000 e_above_lowest_ev=0.000 homo_energy_ev=-14.348 total_charge=+2
C 0.320 1.671 -2.091 0.264 0.376 -0.016
C 0.057 0.266 -2.561 -3.145 -0.962 0.467
H -0.296 2.352 -2.697 0.083 -0.150 0.155
H 1.372 1.972 -2.204 -0.320 -0.080 0.099
H 0.018 1.845 -1.037 0.025 -0.221 -0.476
O -1.066 -0.277 -2.483 3.248 1.843 -0.833
I 1.017 -3.286 0.263 0.560 -0.114 0.648
La 0.946 -0.275 1.063 0.314 -1.374 -0.761
P 1.473 -0.717 -3.222 0.180 -0.129 0.044
C 0.899 -2.339 -3.643 -0.166 -0.200 -0.219
C 2.144 0.184 -4.607 0.049 0.205 -0.350
H 2.901 0.171 -1.488 0.174 -0.164 -0.138
H 3.636 -1.140 -2.477 0.015 0.153 0.258
H 2.475 -1.588 -1.207 0.108 0.392 -0.456
C 2.729 -0.807 -1.955 0.154 -0.183 0.150
H 2.632 1.111 -4.275 -0.106 -0.273 -0.041
H 2.890 -0.465 -5.085 -0.125 0.210 0.025
H 1.563 -2.743 -4.419 -0.267 0.003 0.127
H -0.132 -2.246 -4.006 0.210 -0.172 -0.078
H 1.357 0.435 -5.328 0.176 -0.126 0.087
H 0.918 -2.993 -2.762 -0.021 0.216 -0.161
C -1.287 -1.577 -0.573 -1.484 -2.843 -1.679
O -2.110 -2.286 -0.960 1.684 1.848 1.233
Cl 2.797 1.502 0.868 0.114 0.269 -0.148
C -3.247 -0.839 1.739 -0.542 -0.299 -0.087
P -1.867 0.199 1.213 -0.454 1.571 1.783
C -2.614 1.792 0.777 -0.360 0.275 -0.029
C -0.975 0.482 2.803 -0.076 0.002 0.527
C -0.681 1.761 3.324 -0.185 -0.599 -0.065
C 0.065 1.872 4.500 0.103 -0.045 0.047
C 0.583 0.734 5.124 -0.086 0.256 0.129
C 0.377 -0.533 4.577 -0.209 -0.365 -0.285
C -0.387 -0.681 3.408 -0.263 0.894 0.216
H -2.914 -1.732 2.282 -0.002 0.204 -0.233
H -3.915 -0.258 2.392 0.248 -0.135 -0.187
H -3.807 -1.152 0.849 0.062 -0.030 0.220
H -3.370 2.058 1.534 0.249 0.057 -0.344
H -1.872 2.600 0.683 -0.219 -0.312 0.061
H -3.106 1.675 -0.202 0.091 0.061 0.318
H -1.080 2.656 2.839 0.104 -0.283 0.246
H 0.218 2.860 4.939 0.050 -0.336 -0.133
H 1.132 0.838 6.063 -0.133 -0.061 -0.363
H 0.760 -1.426 5.078 -0.014 0.335 -0.178
H -0.553 -1.678 2.960 -0.085 0.287 0.418